#w
# C5H10NO

2 unconnected molecules or ions with the total composition C5H10NO (ωB97M-V with the def2-TZVPD basis set, the Open Molecules 2025 dataset).

Properties
HOMO-LUMO gap   10.100 eV
LUMO energy   -3.156 eV
E_HOMO   -0.487 hartree
Molar mass   100.1 g mol⁻¹

The geometry in ORCA input format:
```
! wB97M-V def2-TZVPD RIJCOSX def2/J DEFGRID3
* xyz 1 1
C -0.646 2.356 0.293
C 0.410 1.646 0.066
C -1.437 -0.952 -1.215
C 1.452 0.903 -0.158
C -0.359 -1.367 -0.590
N -0.235 -1.393 0.867
O 1.953 0.032 0.823
H -0.578 3.361 0.675
H -2.310 -0.589 -0.696
H -1.487 -0.950 -2.287
H -1.640 2.008 0.070
H 2.000 0.943 -1.086
H 0.513 -1.757 -1.095
H -0.216 -2.355 1.230
H -1.012 -0.881 1.306
H 0.692 -0.910 1.105
H 2.900 -0.095 0.691
*
```

Atomic partial charges in e from the natural (NBO) method, atoms 1 to 2:
1. C -0.397
2. C -0.003

=====

#x
# C5H10NO

2 unconnected molecules or ions with the total composition C5H10NO (ωB97M-V with the def2-TZVPD basis set, the Open Molecules 2025 dataset).

Properties
HOMO-LUMO gap (alpha / beta)   7.188 / 7.186 eV
LUMO energy (alpha / beta)   -5.008 / -5.009 eV
E_HOMO (alpha / beta)   -0.448 / -0.448 hartree
Molar mass   100.1 g mol⁻¹

The geometry in ORCA input format:
```
! wB97M-V def2-TZVPD RIJCOSX def2/J DEFGRID3
* xyz 1 1
C -0.102 -0.447 -1.846
C 0.152 -1.899 0.137
C 0.726 0.699 -2.150
C -0.998 1.035 1.331
C -0.412 -0.058 2.084
N 0.103 -1.224 -0.892
O 0.851 0.102 2.180
H -0.962 -0.676 -2.573
H 0.515 -2.853 0.228
H 0.291 1.454 -2.745
H 1.226 1.110 -1.193
H 1.442 0.196 -2.702
H -0.916 0.866 0.309
H -2.062 1.089 1.542
H -0.398 2.032 1.444
H -0.977 -0.937 2.348
H 1.522 -0.489 2.499
*
```

Atomic partial charges in e from the natural (NBO) method, atoms 1 to 2:
1. C 0.062
2. C -0.054

=====

Stability order, top to bottom: #w, #x

=====

#w
# C2H4N4O

2 unconnected molecules or ions with the total composition C2H4N4O (ωB97M-V with the def2-TZVPD basis set, the Open Molecules 2025 dataset).

Properties
HOMO-LUMO gap (alpha / beta)   8.572 / 7.106 eV
LUMO energy (alpha / beta)   0.392 / -0.001 eV
E_HOMO (alpha / beta)   -0.301 / -0.261 hartree
Molar mass   100.1 g mol⁻¹

The geometry in ORCA input format:
```
! wB97M-V def2-TZVPD RIJCOSX def2/J DEFGRID3
* xyz 0 1
C -2.814 1.266 0.346
C -0.446 -1.493 0.653
N -1.376 -1.561 -0.185
N -2.449 -1.569 -0.606
N 1.285 -0.436 -0.519
N 0.795 -1.110 0.546
O -3.459 0.361 -0.035
H -3.142 2.413 0.467
H 0.603 -0.155 -1.245
H 1.985 -1.078 -1.010
H 1.507 -1.499 1.141
*
```

Atomic partial charges in e from the natural (NBO) method, atoms 1 to 2:
1. C 0.300
2. C 0.099

=====

#x
# C2H4N4O

A single C2H4N4O molecule (ωB97M-V with the def2-TZVPD basis set, the Open Molecules 2025 dataset).

Properties
HOMO-LUMO gap   9.460 eV
LUMO energy   0.694 eV
E_HOMO   -0.322 hartree
Molar mass   100.1 g mol⁻¹

The geometry in ORCA input format:
```
! wB97M-V def2-TZVPD RIJCOSX def2/J DEFGRID3
* xyz 0 1
H 2.174 -0.424 1.727
N 1.509 -1.043 1.103
C 0.555 -0.554 0.536
N -0.620 -1.359 0.038
C -1.524 -0.588 -0.646
N -0.938 0.599 -0.894
N 0.350 0.628 -0.480
O 0.518 2.021 0.147
H -1.216 -2.071 0.732
H -2.583 -0.952 -0.946
H 1.186 2.348 -0.396
*
```

Atomic partial charges in e from the natural (NBO) method, atoms 1 to 2:
1. H 0.399
2. N -0.691

=====

Stability order, top to bottom: #x, #w

=====

#w
# C2H4N4O

A single C2H4N4O molecule (ωB97M-V with the def2-TZVPD basis set, the Open Molecules 2025 dataset).

Properties
HOMO-LUMO gap (alpha / beta)   8.698 / 7.412 eV
LUMO energy (alpha / beta)   -0.119 / -1.048 eV
E_HOMO (alpha / beta)   -0.324 / -0.311 hartree
Molar mass   100.1 g mol⁻¹

The geometry in ORCA input format:
```
! wB97M-V def2-TZVPD RIJCOSX def2/J DEFGRID3
* xyz 0 1
N -0.874 -2.202 -0.360
C -0.062 -1.192 0.099
N 0.506 -0.327 -0.822
N 0.414 0.980 -0.526
C 0.518 1.533 0.691
O 0.043 2.791 0.642
N 0.367 -0.940 1.259
H -0.778 -2.381 -1.352
H -0.950 -3.023 0.226
H 0.553 1.564 -1.347
H 0.262 3.198 1.491
*
```

Atomic partial charges in e from the natural (NBO) method, atoms 1 to 2:
1. N -0.815
2. C 0.359

=====

#x
# C2H4N4O

A molecular structure, C2H4N4O (ωB97M-V with the def2-TZVPD basis set, the Open Molecules 2025 dataset).

Properties
HOMO-LUMO gap   9.882 eV
LUMO energy   0.445 eV
E_HOMO   -0.347 hartree
Molar mass   100.1 g mol⁻¹

The geometry in ORCA input format:
```
! wB97M-V def2-TZVPD RIJCOSX def2/J DEFGRID3
* xyz 0 1
C -1.535 -0.235 0.459
C -0.042 -0.121 0.067
H -3.200 -0.632 -1.190
H -2.884 1.135 -0.541
H -1.643 0.280 1.362
H -1.314 -1.331 0.638
N -2.650 0.148 -0.297
N 0.585 1.150 0.154
N 1.776 0.815 -0.146
N 0.754 -1.083 -0.037
O 1.906 -0.566 -0.143
*
```

Atomic partial charges in e from the natural (NBO) method, atoms 1 to 2:
1. C -0.258
2. C 0.231

=====

Stability order, top to bottom: #x, #w